{"formula": "C25H35NO7S2SiV", "method": "ωB97M-V/def2-TZVPD", "lumo_energy_ev": [1.930, 2.221], "total_charge": -1, "s_squared": 2.022, "total_energy_ha": -3585.37628, "homo_lumo_gap_ev": [7.5, 7.8], "spin_multiplicity": 3, "e_above_lowest_kj_mol": 45.4, "species": ["V", "O", "C", "O", "C", "C", "C", "N", "C", "C", "C", "O", "O", "H", "H", "H", "S", "C", "C", "C", "C", "C", "C", "H", "H", "H", "H", "H", "C", "C", "C", "C", "O", "Si", "S", "O", "C", "C", "C", "C", "O", "C", "C", "C", "C", "H", "H", "H", "H", "H", "H", "H", "H", "H", "H", "H", "H", "H", "H", "H", "H", "H", "H", "H", "H", "H", "H", "H", "H", "H", "H", "H"], "xyz": [[-1.198, 0.893, -1.923], [-5.941, -4.216, -1.396], [-6.059, -3.065, -0.942], [-6.962, -2.525, -0.284], [-4.833, -2.149, -1.214], [-3.728, -2.636, -1.902], [-2.643, -1.812, -2.126], [-2.625, -0.549, -1.692], [-3.685, -0.065, -1.018], [-4.803, -0.829, -0.768], [-3.540, 1.363, -0.535], [-4.408, 1.912, 0.096], [-2.385, 1.925, -0.855], [-3.750, -3.661, -2.245], [-1.757, -2.145, -2.653], [-5.648, -0.430, -0.224], [-1.389, 1.302, -4.146], [-0.174, 2.565, -3.848], [-0.420, 3.561, -2.900], [0.584, 4.461, -2.553], [1.823, 4.395, -3.163], [2.061, 3.422, -4.130], [1.079, 2.509, -4.464], [-1.397, 3.635, -2.437], [0.382, 5.216, -1.803], [2.603, 5.095, -2.893], [3.030, 3.362, -4.610], [1.277, 1.723, -5.181], [-2.365, 0.129, 2.479], [-1.267, -0.845, 2.084], [-1.844, -2.205, 1.719], [-0.263, -0.970, 3.225], [-0.634, -0.310, 0.897], [0.916, -0.461, 0.403], [0.984, 0.133, -1.606], [1.354, -2.021, 0.618], [2.633, -2.660, 0.588], [3.541, -2.022, -0.458], [2.360, -4.115, 0.232], [3.256, -2.553, 1.976], [1.964, 0.406, 1.325], [2.168, 1.819, 1.459], [2.710, 2.021, 2.869], [0.864, 2.586, 1.280], [3.196, 2.260, 0.424], [-2.894, -0.249, 3.356], [-3.092, 0.254, 1.682], [-1.947, 1.108, 2.722], [-2.332, -2.661, 2.582], [-1.047, -2.865, 1.374], [-2.585, -2.104, 0.925], [-0.783, -1.299, 4.126], [0.209, -0.008, 3.431], [0.516, -1.696, 2.989], [3.078, -2.066, -1.444], [4.496, -2.550, -0.495], [3.736, -0.976, -0.213], [1.901, -4.179, -0.755], [1.675, -4.554, 0.959], [3.287, -4.691, 0.229], [3.378, -1.504, 2.248], [4.230, -3.045, 1.999], [2.610, -3.032, 2.714], [1.972, 1.704, 3.607], [2.945, 3.073, 3.043], [3.616, 1.430, 3.010], [0.095, 2.214, 1.958], [0.493, 2.497, 0.257], [1.025, 3.646, 1.487], [4.126, 1.703, 0.560], [3.411, 3.326, 0.528], [2.820, 2.076, -0.583]]}

=====

{"formula": "C4H8N2OS", "method": "ωB97M-V/def2-TZVPD", "lumo_energy_ev": 0.250, "total_energy_ha": -740.09296, "homo_lumo_gap_ev": 9.0, "smiles": "C[C@@H](O)/C=N/NC=S", "e_above_lowest_kj_mol": 181.3, "species": ["C", "C", "O", "C", "N", "N", "C", "S", "H", "H", "H", "H", "H", "H", "H", "H"], "xyz": [[-3.313, 1.177, -0.128], [-2.481, -0.027, 0.325], [-3.227, -1.181, 0.083], [-1.093, -0.085, -0.356], [-0.049, 0.040, 0.358], [1.132, -0.095, -0.275], [2.250, 0.071, 0.523], [3.766, 0.018, -0.130], [-3.551, 1.057, -1.188], [-2.856, 2.115, 0.064], [-4.289, 1.016, 0.348], [-2.268, 0.035, 1.418], [-3.399, -1.259, -0.849], [-1.011, -0.370, -1.415], [1.221, -0.004, -1.310], [1.971, 0.133, 1.584]]}

=====

{"formula": "C26H29ClFN2O6", "method": "ωB97M-V/def2-TZVPD", "lumo_energy_ev": -5.126, "total_charge": 1, "total_energy_ha": -2128.41396, "homo_lumo_gap_ev": 6.6, "e_above_lowest_kj_mol": 1148.7, "species": ["C", "C", "F", "C", "C", "C", "C", "C", "C", "C", "C", "O", "O", "C", "N", "C", "C", "C", "Cl", "N", "H", "H", "H", "H", "H", "H", "H", "H", "H", "H", "H", "H", "H", "H", "H", "H", "H", "H", "H", "H", "H", "C", "C", "C", "O", "C", "C", "C", "O", "H", "H", "H", "H", "C", "C", "C", "O", "C", "C", "C", "O", "H", "H", "H", "H"], "xyz": [[2.650, 2.821, 1.355], [1.900, 2.191, -0.002], [1.582, 3.227, -1.020], [0.659, 1.191, 0.378], [-0.832, 1.957, 0.389], [-0.799, 3.444, 1.058], [-2.351, 4.082, 1.062], [-2.702, 5.561, 1.690], [-2.483, 6.817, 0.660], [-0.934, 7.050, 0.167], [-0.770, 6.913, -1.468], [0.485, 6.963, -1.953], [-1.870, 6.772, -2.438], [-3.403, 3.016, 0.413], [-3.170, 1.660, -0.161], [-4.331, 0.794, -0.698], [-4.905, -0.002, 0.656], [-6.544, 0.189, 0.697], [-7.325, -1.129, 1.775], [-1.918, 1.135, -0.171], [1.873, 2.844, 2.247], [3.529, 2.114, 1.704], [3.001, 3.899, 1.053], [2.739, 1.502, -0.500], [0.799, 0.602, 1.395], [0.644, 0.347, -0.466], [0.134, 4.014, 1.481], [-3.863, 5.535, 1.962], [-2.067, 5.768, 2.664], [-3.270, 6.775, -0.236], [-2.784, 7.799, 1.269], [-0.196, 6.383, 0.784], [-0.641, 8.178, 0.424], [-1.628, 6.139, -3.182], [-4.539, 3.385, 0.391], [-5.160, 1.438, -1.216], [-3.871, -0.044, -1.373], [-4.581, -1.148, 0.618], [-4.408, 0.435, 1.650], [-6.902, 0.092, -0.438], [-6.740, 1.285, 1.119], [3.691, -1.992, 0.692], [4.315, -2.319, -0.444], [3.644, -3.129, -1.481], [4.215, -3.430, -2.520], [2.258, -3.561, -1.214], [1.635, -3.235, -0.078], [2.305, -2.425, 0.959], [1.735, -2.124, 1.998], [4.169, -1.400, 1.463], [5.331, -2.009, -0.655], [1.780, -4.154, -1.985], [0.618, -3.545, 0.133], [3.152, -9.536, -1.427], [2.034, -8.823, -1.258], [2.075, -7.456, -0.701], [1.053, -6.803, -0.545], [3.398, -6.908, -0.341], [4.515, -7.622, -0.510], [4.474, -8.988, -1.066], [5.497, -9.642, -1.223], [3.139, -10.540, -1.833], [1.057, -9.210, -1.518], [3.410, -5.904, 0.065], [5.493, -7.234, -0.249]]}

=====

{"formula": "C23H17F6N4NiO2Sb", "method": "ωB97M-V/def2-TZVPD", "lumo_energy_ev": [-4.371, -6.164], "total_charge": 1, "s_squared": 3.814, "total_energy_ha": -3603.77309, "homo_lumo_gap_ev": [7.2, 5.9], "spin_multiplicity": 4, "species": ["Ni", "C", "O", "C", "C", "C", "C", "C", "C", "N", "N", "C", "C", "O", "C", "C", "C", "C", "C", "C", "C", "C", "H", "H", "H", "H", "H", "H", "H", "H", "H", "H", "H", "H", "H", "N", "C", "C", "C", "C", "C", "N", "C", "H", "H", "H", "H", "F", "Sb", "F", "F", "F", "F", "F"], "xyz": [[-0.021, 0.221, -1.013], [-1.497, 1.241, -3.441], [-1.656, 0.790, -2.117], [-2.597, 1.380, -1.359], [-3.547, 2.275, -1.782], [-4.479, 2.802, -0.849], [-4.474, 2.365, 0.474], [-3.526, 1.439, 0.872], [-2.562, 0.949, -0.029], [-1.562, 0.033, 0.316], [-1.626, -0.674, 1.362], [-0.551, -1.497, 1.544], [0.241, -2.068, 0.519], [0.134, -1.734, -0.665], [1.240, -3.033, 0.944], [1.583, -3.322, 2.175], [0.831, -2.715, 3.284], [1.169, -2.896, 4.612], [0.437, -2.416, 5.600], [-0.766, -1.677, 5.337], [-1.022, -1.368, 4.032], [-0.239, -1.881, 2.925], [-2.396, 1.014, -4.052], [-0.695, 0.756, -3.982], [-1.381, 2.330, -3.570], [-3.630, 2.625, -2.755], [-5.193, 3.571, -1.174], [-5.156, 2.848, 1.197], [-3.440, 1.175, 1.933], [1.809, -3.519, 0.170], [2.320, -4.047, 2.457], [2.024, -3.576, 4.919], [0.628, -2.475, 6.680], [-1.341, -1.271, 6.199], [-1.748, -0.671, 3.750], [4.154, -3.300, -4.291], [3.694, -2.332, -3.936], [3.055, -1.083, -3.620], [3.544, 0.093, -4.222], [3.016, 1.318, -3.871], [1.923, 1.359, -2.999], [1.455, 0.249, -2.453], [2.010, -0.947, -2.764], [4.387, 0.004, -4.904], [3.221, 2.252, -4.327], [1.444, 2.322, -2.790], [1.589, -1.775, -2.196], [1.513, 0.364, 0.376], [1.348, 2.248, 1.203], [-0.033, 1.491, 2.240], [2.585, 1.776, 2.564], [0.833, 3.961, 1.757], [2.830, 2.705, 0.094], [0.121, 2.323, -0.373]]}

=====

{"formula": "C34H48BBrKN8O2S", "method": "ωB97M-V/def2-TZVPD", "lumo_energy_ev": 2.031, "total_charge": -1, "total_energy_ha": -5510.12374, "homo_lumo_gap_ev": 6.1, "e_above_lowest_kj_mol": 44.1, "species": ["K", "C", "C", "C", "C", "N", "N", "B", "N", "N", "C", "C", "C", "C", "C", "C", "C", "C", "N", "N", "C", "C", "C", "C", "C", "C", "C", "C", "C", "C", "C", "C", "H", "H", "H", "H", "H", "H", "H", "H", "H", "H", "H", "H", "H", "H", "H", "H", "H", "H", "H", "H", "H", "H", "H", "H", "H", "H", "H", "H", "H", "H", "H", "H", "H", "H", "H", "H", "H", "H", "H", "H", "O", "N", "C", "C", "C", "C", "C", "S", "H", "H", "H", "H", "O", "C", "C", "C", "N", "C", "Br", "C", "H", "H", "H", "H"], "xyz": [[-0.089, -0.728, 0.265], [0.221, 5.276, -0.883], [0.092, 3.851, -1.315], [-0.215, 3.382, -2.576], [-0.233, 1.982, -2.445], [0.046, 1.632, -1.197], [0.249, 2.781, -0.505], [0.640, 2.843, 0.998], [-0.518, 2.446, 1.944], [-1.085, 1.212, 1.996], [-2.036, 1.268, 2.915], [-2.097, 2.558, 3.480], [-1.111, 3.272, 2.838], [-0.721, 4.696, 3.072], [-2.902, 0.087, 3.288], [-2.528, -1.164, 2.503], [-2.738, -0.196, 4.787], [-4.369, 0.437, 3.000], [1.961, 2.094, 1.305], [2.091, 0.742, 1.344], [3.342, 0.491, 1.697], [4.052, 1.694, 1.882], [3.135, 2.687, 1.624], [3.355, 4.165, 1.668], [3.888, -0.912, 1.833], [2.773, -1.952, 1.798], [4.641, -1.033, 3.163], [4.864, -1.179, 0.678], [-0.488, 0.946, -3.516], [-0.818, 1.642, -4.838], [0.775, 0.101, -3.707], [-1.663, 0.041, -3.131], [0.055, 5.923, -1.744], [-0.511, 5.535, -0.117], [1.209, 5.494, -0.476], [-0.402, 3.978, -3.453], [0.859, 3.997, 1.221], [-2.754, 2.921, 4.253], [-1.351, 5.110, 3.859], [0.320, 4.783, 3.386], [-0.845, 5.308, 2.178], [-1.504, -1.483, 2.704], [-3.187, -1.989, 2.790], [-2.633, -1.012, 1.428], [-1.700, -0.445, 5.015], [-3.019, 0.672, 5.387], [-3.368, -1.039, 5.083], [-4.510, 0.638, 1.936], [-5.018, -0.396, 3.283], [-4.681, 1.323, 3.558], [5.083, 1.830, 2.165], [4.392, 4.361, 1.940], [3.162, 4.631, 0.701], [2.710, 4.653, 2.400], [2.030, -1.778, 2.577], [2.255, -1.957, 0.841], [3.187, -2.953, 1.941], [3.971, -0.839, 4.003], [5.050, -2.041, 3.274], [5.468, -0.322, 3.219], [4.352, -1.092, -0.282], [5.686, -0.460, 0.686], [5.285, -2.186, 0.757], [0.003, 2.285, -5.164], [-0.991, 0.892, -5.615], [-1.719, 2.253, -4.748], [1.619, 0.729, -4.002], [1.045, -0.408, -2.781], [0.615, -0.652, -4.483], [-2.556, 0.638, -2.930], [-1.888, -0.645, -3.954], [-1.462, -0.569, -2.251], [-1.777, -2.265, -0.535], [-2.407, -3.263, 0.018], [-3.726, -3.399, -0.257], [-4.495, -4.400, 0.273], [-3.880, -5.314, 1.133], [-2.547, -5.169, 1.414], [-1.752, -4.127, 0.877], [-0.114, -3.917, 1.265], [-4.094, -2.638, -0.929], [-5.545, -4.456, 0.020], [-4.446, -6.123, 1.577], [-2.039, -5.850, 2.082], [1.752, -3.334, -7.079], [1.202, -3.341, -5.836], [-0.171, -3.400, -5.623], [-0.626, -3.401, -4.316], [0.177, -3.345, -3.257], [1.466, -3.277, -3.494], [2.576, -3.109, -1.966], [2.056, -3.276, -4.748], [1.049, -3.354, -7.736], [-0.869, -3.441, -6.452], [-1.688, -3.444, -4.101], [3.125, -3.208, -4.880]]}

=====

The following F_max values (in hartree/bohr) correspond, in order, to the records above: 0.005, 0.039, 0.166, 0.100, 0.011.